No. 1
Here is a structure of composition C37H39ClIN6O5OsS from the OMol25 dataset. Energies are from ωB97M-V with the def2-TZVPD basis set.

The calculation puts the orbital gap at 6.3 eV. For the LUMO energy, the calculation gives -4.24 eV. Its total charge is +1. For the HOMO energy, the calculation gives -10.53 eV. The electronic energy comes out at -3384.6269 Ha.

Geometry (Å):
Os  0.31893  -0.87302  -0.27641
C  -0.74728  -3.10211  1.58242
N  -0.00001  -2.77759  0.35571
C  0.29067  -3.76423  -0.47741
C  0.91135  -3.42049  -1.66006
C  1.28680  -4.07115  -2.84804
C  1.64141  -3.06944  -3.73216
C  1.47405  -1.84230  -3.05852
N  1.04303  -2.04994  -1.81841
C  0.08197  -3.51072  2.78059
C  -0.32887  -3.10496  4.04556
C  0.36199  -3.51025  5.17917
C  1.47463  -4.33050  5.05695
C  1.89053  -4.74159  3.79770
C  1.19821  -4.33322  2.66682
H  -1.43412  -3.91403  1.32568
H  -1.37024  -2.24622  1.83872
H  0.00945  -4.78014  -0.22634
H  1.26995  -5.13402  -3.02803
H  1.97601  -3.18662  -4.74981
H  1.58481  -0.84192  -3.44758
H  -1.19367  -2.45575  4.14499
H  0.03185  -3.18197  6.15668
H  2.01281  -4.65179  5.93907
H  2.75407  -5.38640  3.69547
H  1.54183  -4.65979  1.69181
Cl  0.89630  0.50134  6.52200
C  0.35008  0.38682  4.88386
C  -0.88674  0.85683  4.54696
C  -1.36861  0.77972  3.22024
I  -3.29186  1.40605  2.78439
C  -0.57784  0.24129  2.23254
O  -0.91160  0.12754  0.94610
C  0.67958  -0.29079  2.60896
N  1.34465  -0.93659  1.61070
C  2.49903  -1.51062  1.86587
C  3.08839  -1.45583  3.13800
C  2.43717  -0.82551  4.15974
C  1.18022  -0.22942  3.91586
H  -1.51247  1.29499  5.31252
H  2.97219  -2.04426  1.05057
H  4.04133  -1.94097  3.29252
H  2.86005  -0.79508  5.15457
C  0.49196  5.26732  -4.94083
C  0.61964  3.89253  -5.59204
C  0.78980  2.76101  -4.58093
C  2.07008  2.90478  -3.76914
N  2.25993  1.78929  -2.84093
C  1.95631  1.74093  -1.55511
S  2.37169  0.25646  -0.69320
N  1.51046  2.79879  -0.90428
C  1.35721  2.92866  0.55443
C  0.74305  4.28123  0.93163
C  -0.74047  4.23693  1.28043
C  -1.59917  3.78897  0.10894
H  0.18677  6.01975  -5.66714
H  1.43427  5.61007  -4.50762
H  -0.26071  5.25165  -4.14780
H  1.45734  3.88893  -6.29603
H  -0.27528  3.68816  -6.18155
H  0.81775  1.79809  -5.10014
H  -0.06579  2.72451  -3.90384
H  2.08264  3.83869  -3.20905
H  2.94505  2.93732  -4.42073
H  2.56772  0.90885  -3.22337
H  1.38502  3.65116  -1.42920
H  2.34696  2.83487  1.00372
H  0.75354  2.09464  0.91087
H  0.89183  4.99230  0.11029
H  1.30805  4.68408  1.77289
H  -1.04535  5.23081  1.61492
H  -0.88949  3.56736  2.13382
H  -1.42121  4.40783  -0.77380
H  -2.66047  3.84501  0.34994
H  -1.38105  2.75442  -0.16030
O  -1.78696  1.69358  -2.66829
C  -1.58317  0.70690  -2.00553
O  -0.33800  0.31886  -1.71654
C  -2.69858  -0.17550  -1.54157
C  -3.89233  0.43329  -1.16493
C  -4.94633  -0.32225  -0.67952
C  -4.82847  -1.70098  -0.57566
C  -3.64547  -2.28585  -0.98306
C  -2.57650  -1.55569  -1.47395
N  -3.51196  -3.75368  -0.88558
O  -4.44427  -4.37795  -0.43197
O  -2.45873  -4.24844  -1.25619
H  -3.97280  1.50872  -1.25269
H  -5.86541  0.16100  -0.37690
H  -5.63139  -2.31700  -0.19851
H  -1.70768  -2.08578  -1.84391

Cartesian forces (eV/Å) of the 3 atoms listed first:
Os 0.344 0.347 0.658
C 0.063 0.027 -0.062
N -0.148 -0.099 -0.172

---

No. 2
Here is a cluster of 2 separate species, C6H15N2P in total from the OMol25 dataset. Energies are from ωB97M-V with the def2-TZVPD basis set.

The calculation puts the orbital gap (spin up / spin down) at 6.8 / 7.0 eV. For the LUMO energy (spin up / spin down), the calculation gives -0.57 / -0.60 eV. Its total charge is 0. For the HOMO energy (spin up / spin down), the calculation gives -7.40 / -7.57 eV. The electronic energy comes out at -688.2978 Ha.

Geometry (Å):
C  -0.31532  0.12016  0.52016
C  -0.68772  2.25693  -0.83196
C  0.89994  2.08496  0.95052
C  -1.93510  -0.56164  -1.31811
C  -1.28810  -2.01794  0.50783
C  2.74095  -1.12013  0.32677
N  -0.12320  1.39162  0.19269
N  -1.13571  -0.71378  -0.10530
P  3.98846  -0.12828  -0.58923
H  0.07592  2.50513  -1.57765
H  -1.53653  1.80543  -1.33237
H  -1.02822  3.18921  -0.37083
H  0.50535  3.02059  1.35770
H  1.23000  1.45101  1.76991
H  1.75878  2.31969  0.31342
H  -2.82996  0.04517  -1.14709
H  -1.34004  -0.12471  -2.12060
H  -2.26147  -1.54786  -1.64661
H  -0.68588  -2.05403  1.41281
H  -2.33478  -2.19614  0.76756
H  -0.95754  -2.80689  -0.17354
H  1.76365  -0.61422  0.36479
H  2.61073  -2.08921  -0.15389
H  3.07880  -1.27755  1.35108

Cartesian forces (eV/Å) of the 3 atoms listed first:
C 0.175 -0.166 0.751
C -0.194 0.032 -0.297
C 0.223 0.140 0.206

---

No. 3
Here is an isolated molecule of C2HBrN2O2 from the OMol25 dataset. Energies are from ωB97M-V with the def2-TZVPD basis set.

The calculation puts the orbital gap at 10.9 eV. The SMILES is N#C[C@@H](Br)[N+](=O)[O-]. For the LUMO energy, the calculation gives -0.33 eV. Its total charge is 0. For the HOMO energy, the calculation gives -11.22 eV. The electronic energy comes out at -2910.6673 Ha.

Geometry (Å):
N  -0.15214  -0.91541  2.33758
C  0.04827  -0.26296  1.42294
C  0.29476  0.50226  0.25301
Br  2.14651  0.35277  -0.11020
N  -0.56683  -0.30168  -1.03724
O  -1.66907  0.07618  -1.25431
O  0.12987  -0.98261  -1.70160
H  -0.23138  1.53143  0.08981

Cartesian forces (eV/Å) of the 3 atoms listed first:
N -0.117 -0.471 0.678
C -0.662 0.463 0.194
C -1.834 0.811 -2.334

---

No. 4
Here is a cluster of 7 separate species, C45H66F2N3O21S in total from the OMol25 dataset. Energies are from ωB97M-V with the def2-TZVPD basis set.

The calculation puts the orbital gap at 7.1 eV. For the LUMO energy, the calculation gives -3.59 eV. Its total charge is +1. For the HOMO energy, the calculation gives -10.68 eV. The electronic energy comes out at -4096.3284 Ha.

Geometry (Å):
C  -3.63523  -3.51159  -0.06541
C  -3.43186  -2.14178  0.59336
C  -3.22042  -1.00294  -0.40282
C  -2.10928  -1.28130  -1.42375
C  -2.38699  -0.82646  -2.87015
C  -3.51099  -1.65511  -3.52238
N  -4.84863  -1.24761  -3.10091
C  -5.82146  -1.10910  -4.19958
C  -2.44046  0.66716  -3.16435
C  -3.58062  1.53526  -2.62259
C  -4.39164  2.11579  -3.78075
C  -5.77826  2.57714  -3.33228
C  -5.80909  3.87035  -2.54141
C  -4.70156  4.69490  -2.33748
C  -4.79358  5.86052  -1.57017
C  -6.00504  6.21898  -0.98546
C  -7.12807  5.41842  -1.20022
C  -7.02675  4.26211  -1.97346
S  -0.71998  1.20134  -2.81944
C  -0.14733  -0.24172  -3.55513
C  1.22979  -0.29222  -4.06767
C  2.23904  0.18269  -2.96708
C  3.12254  -0.94696  -2.41106
C  3.30230  -0.83896  -0.90810
C  1.99838  -0.67566  -0.12590
O  1.86973  0.67008  0.30735
C  1.08274  0.81283  1.47307
C  1.89612  0.71572  2.75135
N  -1.07213  -1.17488  -3.57298
N  -0.89415  -2.44965  -4.12670
C  0.02979  -3.25631  -3.43818
O  0.50743  -3.01293  -2.39811
F  0.20927  -4.38052  -4.06518
C  -0.74905  -2.44002  -5.55152
O  0.25575  -2.57320  -6.12371
F  -1.87834  -2.25535  -6.16217
H  -4.13346  -4.20747  0.60004
H  -4.17499  -3.46566  -1.01079
H  -2.66727  -3.96528  -0.27602
H  -2.58964  -2.22453  1.27503
H  -4.32302  -1.92084  1.17443
H  -4.16659  -0.72078  -0.84512
H  -2.90009  -0.14442  0.18740
H  -1.19902  -0.81703  -1.05491
H  -1.88292  -2.34146  -1.49771
H  -3.46560  -1.55198  -4.60160
H  -3.34602  -2.69067  -3.22609
H  -5.23839  -1.90459  -2.44225
H  -6.31045  -2.05872  -4.41703
H  -6.60873  -0.43011  -3.87933
H  -5.37469  -0.67944  -5.08787
H  -2.47982  0.72295  -4.25335
H  -3.13553  2.39141  -2.12103
H  -4.22443  0.99450  -1.94914
H  -4.51978  1.39195  -4.58465
H  -3.88027  2.97071  -4.21989
H  -6.47401  2.64181  -4.16537
H  -6.15679  1.80633  -2.65792
H  -3.73465  4.46682  -2.76501
H  -3.93411  6.49692  -1.41887
H  -6.09768  7.10059  -0.37073
H  -8.07902  5.67977  -0.76418
H  -7.92051  3.67500  -2.11948
H  1.27159  0.40535  -4.89953
H  1.52893  -1.28343  -4.38089
H  1.73954  0.72826  -2.17112
H  2.90554  0.87919  -3.46523
H  4.10381  -0.85355  -2.86891
H  2.75310  -1.92682  -2.70003
H  3.77152  -1.75613  -0.55759
H  3.98246  -0.03906  -0.63583
H  2.05267  -1.30828  0.76226
H  1.13045  -0.99969  -0.71161
H  0.23731  0.11906  1.50256
H  0.65197  1.81251  1.43816
H  2.06520  -0.31752  3.04463
H  2.83838  1.24139  2.65024
H  1.34262  1.18456  3.56148
C  8.56557  -1.22777  -4.61107
C  7.69895  -0.13124  -5.19145
O  6.63770  -0.03747  -4.23034
C  7.10370  -0.51374  -3.04660
O  6.52472  -0.41645  -2.01155
O  8.30184  -1.10563  -3.20553
H  9.62350  -1.09953  -4.81486
H  8.25870  -2.22085  -4.94183
H  8.21371  0.83012  -5.23878
H  7.30332  -0.37235  -6.17446
C  1.96838  -2.91633  5.70753
C  0.45739  -3.00063  5.64359
O  0.06023  -1.71572  6.14041
C  1.08497  -0.85388  5.94417
O  1.01286  0.32310  6.09969
O  2.19905  -1.50867  5.55423
H  2.46528  -3.47273  4.91777
H  2.36551  -3.23396  6.67248
H  0.08632  -3.11085  4.62308
H  0.04461  -3.79353  6.26099
C  -11.45586  5.88479  -4.24075
C  -11.61597  4.44118  -4.66987
O  -10.75571  3.75492  -3.75201
C  -10.62005  4.52563  -2.64649
O  -10.10572  4.16977  -1.63547
O  -11.14379  5.75393  -2.84974
H  -12.35713  6.47621  -4.37556
H  -10.62328  6.38108  -4.74193
H  -12.63481  4.07479  -4.53653
H  -11.30314  4.26063  -5.69468
C  0.61294  1.15000  9.53891
C  0.56068  -0.34393  9.31009
O  1.21642  -0.85602  10.47406
C  1.11333  0.07116  11.45805
O  1.41308  -0.12826  12.59170
O  0.63003  1.23393  10.97258
H  -0.24473  1.67676  9.13181
H  1.52565  1.60071  9.14737
H  -0.46032  -0.72825  9.28412
H  1.07827  -0.64727  8.40955
C  3.14219  -2.81000  12.68396
C  4.58229  -2.36295  12.57369
O  5.29155  -3.60756  12.55675
C  4.44387  -4.57131  12.11915
O  4.77058  -5.67604  11.82939
O  3.17781  -4.09804  12.04945
H  2.45185  -2.15232  12.17843
H  2.82206  -2.93543  13.71938
H  4.78452  -1.83143  11.64134
H  4.90550  -1.74894  13.40966
C  13.93207  -0.15665  -4.60009
C  12.68611  0.43587  -5.22550
O  11.84179  -0.71421  -5.36711
C  12.24412  -1.64650  -4.45917
O  11.63885  -2.63686  -4.21367
O  13.40941  -1.28170  -3.88533
H  14.43693  0.52497  -3.92135
H  14.64460  -0.51429  -5.34466
H  12.19204  1.15712  -4.57211
H  12.86938  0.89663  -6.19245

Cartesian forces (eV/Å) of the 3 atoms listed first:
C 0.561 -0.005 0.092
C -0.434 -0.507 -0.453
C 0.432 0.059 0.632